Molecular formula: C12H17P
Method: DFT, ωB97M-V with the def2-TZVPD basis set

Summary:
* HOMO level: -8.50 eV
* energy relative to the best compared isomer or geometry (same formula, charge and spin): 253.7 kJ/mol
* lowest unoccupied orbital energy: 0.0317 hartree
* energy: -22005.803 eV
* frontier orbital gap: 9.3652 eV

```
! wB97M-V def2-TZVPD RIJCOSX def2/J DEFGRID3
* xyz 0 1
C -0.10636 -0.14691 3.51449
C 0.28422 1.16623 3.26413
C -0.38544 -0.97939 2.47683
C 0.28473 1.66078 1.92180
C -0.32746 -0.53395 1.16303
C 0.00591 0.78854 0.89944
C -0.55998 -1.39236 0.02002
C 0.39091 -0.98948 -1.14845
C 2.57529 -1.11273 -2.16749
C -2.31730 2.04464 -1.04695
C 1.80057 -1.32671 -0.87420
C -1.47098 1.16953 -1.97989
P 0.24945 0.83974 -1.40951
H -0.31329 -0.56996 4.49401
H 0.78188 1.59313 4.21176
H -0.64300 -1.94161 2.65487
H 0.62562 2.58878 1.72104
H -0.44812 -2.44231 0.43924
H -1.61797 -1.26245 -0.40197
H 0.15702 -1.53157 -2.08177
H 3.51303 -0.61355 -1.96193
H 2.00160 -0.59655 -2.91809
H 2.80315 -2.08149 -2.58562
H -2.62493 1.39425 -0.14447
H -2.02339 3.06219 -0.63801
H -3.25343 2.24133 -1.62112
H 2.14996 -0.61614 0.01365
H 1.87945 -2.42832 -0.75054
H -1.50485 1.79679 -2.93113
H -1.90629 0.21953 -2.13317
*
```

Molecular formula: C3H8N2O
Method: DFT, ωB97M-V with the def2-TZVPD basis set

Summary:
* HOMO level: -6.89 eV
* energy relative to the best compared isomer or geometry (same formula, charge and spin): 319.3 kJ/mol
* lowest unoccupied orbital energy: 0.0248 hartree
* energy: -8266.017 eV
* frontier orbital gap: 7.5628 eV

```
! wB97M-V def2-TZVPD RIJCOSX def2/J DEFGRID3
* xyz 0 1
C -0.32781 1.29752 0.93956
N -0.00770 0.46948 -0.28941
C 1.43440 0.56552 -0.64972
C -0.44627 -0.98544 -0.48975
O -0.08702 -1.59542 -1.46919
N -1.26364 -1.39249 0.48226
H -1.39915 1.14700 1.13651
H 0.27025 0.88943 1.76391
H -0.50251 0.96599 -1.03017
H 1.60829 0.04273 -1.59036
H 1.67237 1.62567 -0.70765
H 2.02241 0.10442 0.14661
H -1.59543 -2.34425 0.46821
H -1.37818 -0.79017 1.28919
*
```

Molecular formula: C27H33NO4
Method: DFT, ωB97M-V with the def2-TZVPD basis set

Summary:
* HOMO level: -8.71 eV
* structure (SMILES): O=C(C1=C[C@@H](c2ccccc2)C[C@@H](OCc2ccc(CO)cc2)O1)N1CCCCCCC1
* energy relative to the best compared isomer or geometry (same formula, charge and spin): 189.4 kJ/mol
* lowest unoccupied orbital energy: 0.0242 hartree
* energy: -38214.778 eV
* frontier orbital gap: 9.3671 eV

```
! wB97M-V def2-TZVPD RIJCOSX def2/J DEFGRID3
* xyz 0 1
O -1.47162 -0.53867 0.83685
C -0.25179 -0.49528 0.90822
C 0.54703 -0.56217 -0.36146
C 0.18798 -1.40665 -1.32576
C 0.88153 -1.47919 -2.65047
C 0.03089 -0.90955 -3.76974
C -1.16053 -0.24515 -3.51848
C -1.90690 0.27292 -4.56286
C -1.47557 0.13005 -5.86955
C -0.29421 -0.54368 -6.12875
C 0.45046 -1.06224 -5.08563
C 2.23443 -0.75710 -2.54658
C 2.07612 0.55179 -1.77444
O 1.27504 1.40550 -2.52268
C 1.08350 2.69881 -1.96433
C 0.02716 2.70726 -0.88904
C 0.34755 2.89535 0.44692
C -0.63730 2.83925 1.41777
C -1.95445 2.57762 1.07060
C -3.04280 2.49402 2.10962
O -4.16260 3.29840 1.80439
C -2.27559 2.39700 -0.26898
C -1.29639 2.46760 -1.23867
O 1.58889 0.33037 -0.46932
N 0.38663 -0.42662 2.09340
C 1.82049 -0.39324 2.26761
C 2.34442 -1.35434 3.33536
C 2.11508 -2.83174 3.02286
C 0.65020 -3.26129 2.89758
C -0.25136 -2.77889 4.04308
C -1.15763 -1.60812 3.66064
C -0.44964 -0.30487 3.27584
H -0.65693 -2.05454 -1.15800
H 1.07702 -2.53275 -2.89136
H -1.50401 -0.12987 -2.50180
H -2.83302 0.78954 -4.35402
H -2.05792 0.53701 -6.68345
H 0.04658 -0.66793 -7.14674
H 1.36705 -1.59601 -5.29805
H 2.94937 -1.38092 -2.00580
H 2.63186 -0.52886 -3.53401
H 3.06381 1.02255 -1.59626
H 2.03895 3.07675 -1.57332
H 0.76853 3.31604 -2.81079
H 1.37398 3.07989 0.73175
H -0.37445 2.98886 2.45649
H -3.42617 1.46969 2.15115
H -2.64150 2.76031 3.10013
H -3.85957 4.19887 1.64363
H -3.30167 2.19640 -0.53759
H -1.54411 2.32255 -2.27950
H 2.11938 0.62895 2.53913
H 2.29305 -0.63685 1.31855
H 3.42111 -1.18462 3.41665
H 1.91163 -1.11361 4.30577
H 2.58173 -3.41412 3.82230
H 2.62963 -3.08353 2.09221
H 0.63962 -4.35349 2.86593
H 0.24040 -2.91517 1.94909
H -0.90475 -3.59874 4.34943
H 0.35410 -2.51821 4.91329
H -1.81713 -1.38425 4.50241
H -1.78327 -1.90261 2.81730
H -1.22537 0.43478 3.05379
H 0.16304 0.06672 4.09767
*
```

Molecular formula: C20H31N5O4
Method: DFT, ωB97M-V with the def2-TZVPD basis set

Summary:
* HOMO level: -8.62 eV
* structure (SMILES): CC(C)Cn1[nH]c(CC(=O)N2CC(CN(C)C(=O)CC(=O)NC3CC3)C2)cc1=O
* energy relative to the best compared isomer or geometry (same formula, charge and spin): 145.6 kJ/mol
* lowest unoccupied orbital energy: 0.0129 hartree
* energy: -36883.116 eV
* frontier orbital gap: 8.9721 eV

```
! wB97M-V def2-TZVPD RIJCOSX def2/J DEFGRID3
* xyz 0 1
C -4.46255 0.22306 0.79998
C -3.32060 -0.47989 1.52710
C -3.39047 -1.99425 1.36284
C -3.30262 -0.06873 3.01355
N -2.00851 0.36402 3.50710
N -0.97769 -0.59444 3.56229
C 0.21325 0.11598 3.46870
C 1.50073 -0.59052 3.75364
C 2.68009 0.33049 3.47564
O 3.18591 1.02044 4.34181
N 3.09236 0.35931 2.19612
C 2.67961 -0.30725 0.95895
C 3.72709 0.56139 0.20910
C 3.17110 1.53071 -0.81980
N 2.98252 0.93011 -2.13548
C 4.13113 0.98876 -3.01969
C 1.77519 0.39189 -2.44439
O 0.88115 0.34906 -1.60271
C 1.58931 -0.09852 -3.86957
C 0.21340 -0.55409 -4.35577
O 0.03708 -0.66653 -5.55654
N -0.69958 -0.87950 -3.42432
C -2.01482 -1.30170 -3.79415
C -3.02708 -1.44363 -2.70820
C -3.16170 -0.33789 -3.72809
C 4.09361 1.20982 1.57009
C -0.02240 1.39491 3.13537
C -1.46984 1.57261 3.06334
O -2.14025 2.51230 2.67808
H -5.42547 -0.04735 1.24324
H -4.35076 1.30569 0.86599
H -4.49647 -0.05800 -0.25365
H -2.37750 -0.12786 1.09507
H -4.32201 -2.38311 1.78336
H -3.35927 -2.27977 0.30966
H -2.55786 -2.48546 1.86985
H -3.95321 0.79129 3.16930
H -3.66795 -0.87506 3.65367
H -1.06466 -1.18933 4.37882
H 1.54968 -0.85320 4.81207
H 1.55787 -1.50897 3.16580
H 2.88149 -1.38062 0.95330
H 1.64517 -0.12070 0.66898
H 4.54500 -0.01873 -0.21741
H 2.21670 1.92758 -0.47563
H 3.86215 2.36974 -0.94333
H 3.95484 0.44715 -3.94053
H 4.37018 2.02579 -3.26823
H 5.00255 0.54433 -2.53404
H 1.90429 0.67305 -4.57180
H 2.25571 -0.94808 -4.04321
H -0.48631 -0.61068 -2.47074
H -2.01574 -2.01972 -4.60151
H -3.70857 -2.28111 -2.75122
H -2.72343 -1.15597 -1.70971
H -2.93966 0.66670 -3.39520
H -3.93564 -0.41708 -4.47813
H 3.87524 2.27726 1.65483
H 5.10659 1.02831 1.93050
H 0.70165 2.16597 2.93491
*
```

Molecular formula: C11H9N3O
Method: DFT, ωB97M-V with the def2-TZVPD basis set

Summary:
* HOMO level: -7.90 eV
* energy relative to the best compared isomer or geometry (same formula, charge and spin): 585.1 kJ/mol
* lowest unoccupied orbital energy: 0.0121 hartree
* energy: -18066.096 eV
* frontier orbital gap: 8.2274 eV

```
! wB97M-V def2-TZVPD RIJCOSX def2/J DEFGRID3
* xyz 0 1
C 4.31490 0.23626 0.05073
C -3.66277 1.29815 -0.20945
C -2.73308 2.24904 0.06873
C -3.22942 -0.07027 -0.33283
C -1.33969 2.06804 -0.00681
C -1.60230 -2.77415 -0.21038
C -1.88458 -0.32981 -0.19571
C -0.91324 0.73761 -0.08701
C 1.35247 1.31605 -0.04677
C 2.36656 1.95181 0.08083
C 3.80016 -2.25394 0.32976
N -1.37231 -1.61479 -0.33844
N 0.37542 0.40536 0.01053
N 4.03375 -0.89052 0.07332
O -1.56326 -3.93374 -0.16185
H -4.78062 1.62279 -0.27142
H -3.29631 3.17414 0.13522
H -3.85642 -0.82777 -0.70960
H -0.77289 2.95713 0.25521
H 0.57255 -0.52969 0.22560
H 3.00444 2.80672 0.02731
H 4.71937 -2.69780 0.43349
H 3.27064 -2.22876 1.30707
H 3.19662 -2.67186 -0.42753
*
```

Molecular formula: ClH2NO4S2
Method: DFT, ωB97M-V with the def2-TZVPD basis set

Summary:
* HOMO level: -11.17 eV
* energy relative to the best compared isomer or geometry (same formula, charge and spin): 24.1 kJ/mol
* lowest unoccupied orbital energy: -0.0635 hartree
* energy: -43904.162 eV
* frontier orbital gap: 9.4442 eV

```
! wB97M-V def2-TZVPD RIJCOSX def2/J DEFGRID3
* xyz 0 1
N 0.64250 0.70933 0.92289
O 2.96986 -0.04604 0.66105
O 1.22111 -1.70742 0.70793
O -4.12428 -0.14946 -1.08348
O -1.79621 0.15983 -0.46901
S 1.62145 -0.40435 0.38556
S -2.78194 -0.53473 -1.28918
Cl 1.19773 -0.40841 -1.58424
H -0.29026 0.96041 0.72656
H 1.34004 1.42084 1.02191
*
```